1.
This record from the Open Molecules 2025 dataset describes one molecule with the formula C2H3ClSi in a non-equilibrium geometry. The level of theory is wB97M-V/def2-TZVPD.

Summary:
HOMO level in eV: -9.752
Frontier orbital gap in hartree: 0.3775
Energy relative to the best compared isomer or geometry (same formula, charge and spin) in eV: 1.789
Net charge: 0

Each line ends with the Mulliken charge.
Cartesian coordinates (Å):
C (1.95578, -1.16677, 0.08654)  0.101
C (0.87764, -0.48355, -0.10070)  -0.853
Si (-1.03145, 0.76651, -0.03384)  0.650
Cl (-2.75707, -0.30241, -0.00620)  -0.191
H (2.81844, -1.68783, 0.07698)  0.427
H (-1.22606, 1.68497, -1.21085)  -0.056
H (-0.63727, 1.18908, 1.18807)  -0.078

=====

2.
This record from the Open Molecules 2025 dataset describes a 4-piece molecular cluster, C4H17NO4 overall in a non-equilibrium geometry. The level of theory is wB97M-V/def2-TZVPD.

Summary:
Spin multiplicity: 2
HOMO level (alpha / beta) in eV: -13.551 / -13.551
Frontier orbital gap (alpha / beta) in hartree: 0.3922 / 0.1541
Energy relative to the best compared isomer or geometry (same formula, charge and spin) in eV: 1.667
Net charge: +1

Each line ends with the Mulliken charge.
Cartesian coordinates (Å):
C (23.13723, -9.34927, 15.71822)  -1.375
C (24.20014, -8.22512, 15.28019)  0.285
C (23.87407, -7.72299, 13.86914)  -0.626
O (23.48131, -8.80155, 13.01373)  0.045
C (22.76615, -8.25711, 11.85497)  -0.805
N (24.10719, -7.10566, 16.29833)  -0.751
H (23.25793, -9.66647, 16.75403)  0.377
H (23.19673, -10.24730, 15.10334)  0.368
H (22.09992, -9.01445, 15.71644)  0.368
H (25.17198, -8.66973, 15.49450)  0.355
H (24.61545, -7.07905, 13.39607)  0.494
H (23.06948, -6.99498, 13.97295)  0.481
H (23.24680, -7.45242, 11.29858)  0.444
H (21.71780, -8.01481, 12.02918)  0.373
H (22.77162, -9.10809, 11.17388)  0.370
H (24.43061, -7.58477, 17.12655)  0.310
H (24.89920, -6.51783, 16.08090)  0.272
O (20.90119, -8.22885, 9.25495)  -0.631
H (20.79206, -7.45162, 9.80289)  0.296
H (20.24296, -8.84434, 9.57768)  0.343
O (22.90366, -6.49119, 7.57945)  -0.628
H (23.12474, -6.57473, 6.65188)  0.320
H (22.16945, -7.09210, 7.70623)  0.318
O (18.92418, -8.91805, 11.21088)  -0.612
H (18.79269, -9.56577, 11.90326)  0.311
H (18.05283, -8.78565, 10.83748)  0.301

=====

3.
This record from the Open Molecules 2025 dataset describes a 2-piece molecular cluster, C14H16O overall in a non-equilibrium geometry. The level of theory is wB97M-V/def2-TZVPD.

Summary:
HOMO level in eV: -8.216
Frontier orbital gap in hartree: 0.3315
Energy relative to the best compared isomer or geometry (same formula, charge and spin) in eV: 0.961
Net charge: 0

Each line ends with the Mulliken charge.
Cartesian coordinates (Å):
C (2.87930, 0.14672, 0.00785)  -1.428
C (1.99377, -0.10198, -1.18396)  0.672
C (0.97878, -1.02192, -1.11111)  -0.413
C (0.17872, -1.33514, -2.23213)  -0.513
C (0.50896, -0.77234, -3.44190)  0.598
O (0.00403, -1.08102, -4.66344)  -0.518
C (1.42372, 0.31175, -3.50540)  -0.490
C (2.24742, 0.53646, -2.41389)  -0.499
H (2.44380, -0.15388, 0.96420)  0.310
H (3.03078, 1.21985, 0.17505)  0.352
H (3.85500, -0.31483, -0.15106)  0.319
H (0.73126, -1.45588, -0.15930)  0.292
H (-0.54990, -2.12420, -2.08021)  0.316
H (-0.62684, -1.78449, -4.65781)  0.301
H (1.37174, 0.96098, -4.36327)  0.382
H (2.85813, 1.43339, -2.47537)  0.305
C (-1.97855, 2.49031, 2.53013)  -1.472
C (-1.66630, 1.00708, 2.32114)  0.766
C (-0.98609, 0.21427, 3.19987)  -0.500
C (-0.61405, -1.10316, 2.79308)  -0.401
C (-1.12156, -1.58447, 1.59236)  -0.443
C (-2.06312, -0.88141, 0.84322)  -0.487
C (-2.27230, 0.43309, 1.21390)  -0.193
H (-1.96610, 3.06431, 1.59781)  0.353
H (-1.25981, 2.95477, 3.19608)  0.364
H (-3.00895, 2.59885, 2.86172)  0.323
H (-0.48638, 0.67155, 4.04938)  0.294
H (0.23489, -1.56886, 3.26994)  0.388
H (-0.81942, -2.61496, 1.41215)  0.384
H (-2.50915, -1.19498, -0.08739)  0.365
H (-2.81178, 1.05013, 0.49837)  0.274

=====

4.
This record from the Open Molecules 2025 dataset describes one molecule with the formula C5H5FO2 in a non-equilibrium geometry. The level of theory is wB97M-V/def2-TZVPD.

Summary:
HOMO level in eV: -9.732
Frontier orbital gap in hartree: 0.3678
Energy relative to the best compared isomer or geometry (same formula, charge and spin) in eV: 0.854
Net charge: 0

Each line ends with the Mulliken charge.
Cartesian coordinates (Å):
C (-0.27732, 1.35554, 0.83654)  -1.261
C (-0.06521, 0.23466, -0.11822)  0.411
C (0.38805, -1.10970, -0.04461)  0.460
F (0.76872, -1.75771, 1.03293)  -0.277
C (0.47194, -1.62370, -1.44078)  -0.372
O (-0.32726, -0.77968, -2.23268)  -0.336
C (-0.46124, 0.43333, -1.45170)  0.321
O (-0.83004, 1.46528, -1.97178)  -0.570
H (-1.20915, 1.01404, 1.15586)  0.334
H (-0.42500, 2.31660, 0.35216)  0.317
H (0.47805, 1.37056, 1.52089)  0.389
H (1.52457, -1.64289, -1.87085)  0.211
H (0.32047, -2.65419, -1.49620)  0.374

=====

5.
This record from the Open Molecules 2025 dataset describes one molecule with the formula CH2NO3PS in a non-equilibrium geometry. The level of theory is wB97M-V/def2-TZVPD.

Summary:
HOMO level in eV: -9.906
Frontier orbital gap in hartree: 0.3526
Energy relative to the best compared isomer or geometry (same formula, charge and spin) in eV: 1.928
Net charge: 0

Each line ends with the Mulliken charge.
Cartesian coordinates (Å):
N (0.23726, 2.90154, -0.92282)  -0.329
C (0.33596, 1.88383, -1.43464)  0.318
S (0.54952, 0.38758, -2.22390)  0.076
O (-0.16327, -0.62243, -1.02916)  -0.247
P (0.62953, -0.54652, 0.51653)  0.469
O (-0.34962, 0.58392, 1.19090)  -0.418
O (-0.27740, -1.83701, 1.16902)  -0.570
H (-1.10171, 0.04272, 1.54004)  0.372
H (0.13974, -2.79364, 1.19403)  0.330